Molecular formula: C30H51BN2O3
Method: DFT, ωB97M-V/def2-TZVPD

SMILES: CCCCCCCCc1cc2c(c(B(C)O)c1CCCCCN)C(=O)C=CC2=O.CCN(CC)CC
Total energy, eV: -41729.851
Strongest force on any atom, eV/A: 4.15
Kohn-Sham gap, eV: 6.69
LUMO, hartree: -0.044

Positions of all 87 atoms, in Å:
C (-4.587254, -0.519416, -0.686259)
C (-4.448102, -1.950429, 0.024858)
C (-3.687223, -3.045451, -0.894188)
C (-3.029818, -4.235782, -0.038671)
C (-1.689221, -3.828564, 0.749326)
C (-0.869074, -2.613706, 0.100144)
C (-0.053898, -3.039849, -1.249649)
C (1.323935, -2.195163, -1.311269)
C (1.010409, -0.702279, -1.771203)
C (0.459445, 0.302081, -0.718754)
C (0.145214, 1.764687, -1.082197)
C (0.374729, 2.327795, -2.533245)
C (0.904284, 1.345534, -3.599431)
B (1.128182, 1.820626, -5.134009)
C (-0.198119, 1.858181, -6.101318)
O (2.458845, 2.153424, -5.617486)
C (1.239785, -0.145656, -3.218013)
C (1.838759, -1.189005, -4.289846)
C (3.449192, -0.932057, -4.315763)
C (4.157850, -1.225807, -2.902439)
C (5.757981, -0.921353, -2.941544)
C (6.169983, -0.545534, -1.409175)
N (5.771905, 0.850906, -1.053590)
C (0.036054, 3.856212, -2.750497)
O (0.573051, 4.631553, -3.575940)
C (-1.081521, 4.493184, -1.773361)
C (-1.292679, 3.971305, -0.456511)
C (-0.447323, 2.703907, 0.072911)
O (-0.284023, 2.428942, 1.286330)
H (-3.545795, -0.035637, -0.738944)
H (-5.343949, 0.147961, -0.151498)
H (-4.970523, -0.671352, -1.762227)
H (-4.007366, -1.887053, 1.092197)
H (-5.520616, -2.362726, 0.158349)
H (-2.958277, -2.557150, -1.643949)
H (-4.510282, -3.521097, -1.554428)
H (-3.834630, -4.551297, 0.732372)
H (-2.869938, -5.179105, -0.688230)
H (-1.895108, -3.568117, 1.843733)
H (-0.991095, -4.745355, 0.730120)
H (-1.481439, -1.666198, -0.081306)
H (-0.042385, -2.338012, 0.862715)
H (-0.694536, -2.684210, -2.144864)
H (0.113464, -4.169115, -1.286683)
H (2.050997, -2.761196, -1.982975)
H (1.842475, -2.118233, -0.279543)
H (0.297975, -0.063415, 0.350819)
H (-1.078634, 2.414855, -5.639082)
H (0.087841, 2.371763, -7.099471)
H (-0.585439, 0.796677, -6.348565)
H (2.309989, 2.363212, -6.572114)
H (1.689487, -2.280949, -3.985399)
H (1.408857, -1.036364, -5.335761)
H (3.709333, 0.156401, -4.584001)
H (3.941958, -1.615676, -5.108300)
H (4.065065, -2.329227, -2.607849)
H (3.752097, -0.559286, -2.049535)
H (5.997669, -0.058011, -3.656299)
H (6.375079, -1.856685, -3.200180)
H (5.545282, -1.252330, -0.737629)
H (7.296326, -0.736260, -1.233229)
H (6.504899, 1.354458, -0.539117)
H (4.958322, 0.803742, -0.417933)
H (-1.715611, 5.397242, -2.050098)
H (-2.053180, 4.420901, 0.271955)
C (0.336775, 0.545070, 3.945847)
C (-0.802983, 1.454821, 4.388323)
N (-1.782259, 0.800793, 5.250564)
C (-3.001916, 1.584016, 5.437755)
C (-2.880479, 2.921101, 6.166363)
C (-1.258812, 0.166659, 6.456130)
C (-0.487081, 1.043719, 7.441499)
H (-0.043738, -0.356955, 3.457630)
H (0.972459, 1.071072, 3.229294)
H (0.971622, 0.247009, 4.784609)
H (-1.308082, 1.793617, 3.477890)
H (-0.378090, 2.348371, 4.864497)
H (-3.749671, 0.969074, 5.950083)
H (-3.432165, 1.777074, 4.447402)
H (-2.750253, 2.784961, 7.240739)
H (-3.799583, 3.498845, 6.030668)
H (-2.056189, 3.529668, 5.788537)
H (-0.605075, -0.657714, 6.152163)
H (-2.077570, -0.327356, 6.991356)
H (0.222520, 1.708898, 6.945236)
H (0.086828, 0.409111, 8.124332)
H (-1.155918, 1.646704, 8.056822)

Cartesian forces (eV/Å) of the 2 atoms listed first:
C 0.3357 -0.6529 -0.1599
C -0.7160 -0.3923 -0.1658

Atomic partial charges in e from the Löwdin method, atoms 1 to 5:
1 C -0.14
2 C -0.27
3 C -0.23
4 C -0.21
5 C -0.21